{
  "formula": "C5H17NO2",
  "method": "ωB97M-V with the def2-TZVPD basis set",
  "species": ["O", "O", "N", "C", "C", "C", "C", "C", "H", "H", "H", "H", "H", "H", "H", "H", "H", "H", "H", "H", "H", "H", "H", "H", "H"],
  "xyz": [[-1.24, 2.48, 2.29], [2.20, 1.82, 0.28], [-0.15, 0.90, -0.54], [-1.20, -1.09, 0.54], [-1.29, 1.47, -1.37], [1.32, -1.15, -0.06], [1.41, -2.64, -0.37], [-0.14, -0.63, -0.42], [-0.74, 2.23, -1.94], [-1.61, 0.62, -2.06], [-1.30, -2.27, 0.51], [-0.18, 1.41, 0.37], [-1.04, -0.84, 1.58], [-2.07, 1.90, -0.79], [-0.52, -1.08, -1.49], [0.54, -3.23, 0.03], [1.60, 2.50, -0.03], [2.36, -2.87, 0.02], [1.43, -2.78, -1.47], [-2.26, 2.18, 2.28], [2.04, -0.54, -0.61], [2.43, 1.40, -0.60], [-2.23, -0.64, 0.07], [-0.89, 1.78, 2.84], [1.53, -0.94, 0.92]],
  "lumo_ev": 0.56,
  "fmax_ev_per_a": 4.38,
  "gap_ev": 8.88,
  "spin_multiplicity": 1,
  "total_energy_ev": -11043.79860,
  "homo_ev": -8.314
}